Entry 1:
Density functional theory data (wB97M-V/def2-TZVPD) for a cluster of 7 separate species, C15H36N6O13S2 in total.

Values from the calculation:
- Orbital gap (alpha / beta): 0.32557 / 0.09685 Ha
- HOMO level (alpha / beta): -11.8 / -11.7 eV
- Spin multiplicity: 2
- Charge: +1

Last columns: bonded neighbours and bond lengths (Å).
Positions of all 72 atoms, in Å:
1 C -3.37182 4.50357 -0.68438  O2 1.197, N3 1.299, N4 1.313
2 O -4.08853 5.28873 -1.23522  C1 1.197
3 N -2.18877 4.16124 -1.09587  C1 1.299, H5 1.010, H6 1.010
4 N -3.64755 3.88882 0.44281  C1 1.313, H7 1.010, H8 1.010
5 H -1.80318 3.29075 -0.75870  N3 1.010
6 H -1.82539 4.63185 -1.91231  N3 1.010
7 H -4.51848 3.98820 0.94452  N4 1.010
8 H -2.92072 3.38422 0.92983  N4 1.010
9 C -0.71856 0.59574 0.38573  O10 1.256, N11 1.354, N12 1.280
10 O -1.29491 1.70602 0.27013  C9 1.256
11 N 0.47050 0.42623 1.01005  C9 1.354, H13 1.010, H14 1.010
12 N -1.08513 -0.54179 -0.07172  C9 1.280, H15 1.010, H16 1.010
13 H 0.97156 -0.41240 0.75364  N11 1.010
14 H 0.99365 1.25919 1.23935  N11 1.010
15 H -1.86577 -0.56472 -0.71217  N12 1.010
16 H -0.53050 -1.36648 0.10823  N12 1.010
17 C -2.86808 -0.46209 -2.84454  O18 1.235, N19 1.327, N20 1.331
18 O -3.51945 -0.44548 -1.79540  C17 1.235
19 N -1.59238 -0.12980 -2.99495  C17 1.327, H21 1.010, H22 1.010
20 N -3.42160 -0.68292 -4.03503  C17 1.331, H23 1.010, H24 1.010
21 H -1.17487 -0.05456 -3.91154  N19 1.010
22 H -1.16048 0.18274 -2.13711  N19 1.010
23 H -4.37646 -0.98234 -4.17169  N20 1.010
24 H -2.84877 -0.42341 -4.82537  N20 1.010
25 C 2.76063 -2.11949 -2.44746  C26 1.545, O31 1.379, H32 1.090, H33 1.090
26 C 3.75929 -1.12752 -3.08333  C25 1.545, O27 1.431, H34 1.090, H35 1.090
27 O 4.44734 -0.55364 -1.96755  C26 1.431, S28 1.674
28 S 4.25939 -1.41793 -0.54620  O27 1.674, O29 1.506, O30 1.484, O31 1.691
29 O 3.63720 -0.61494 0.56627  S28 1.506
30 O 5.56366 -2.03468 -0.19990  S28 1.484
31 O 3.20595 -2.55764 -1.21791  C25 1.379, S28 1.691
32 H 2.47531 -2.93719 -3.10932  C25 1.090
33 H 1.87021 -1.57950 -2.12552  C25 1.090
34 H 3.18973 -0.33396 -3.56702  C26 1.090
35 H 4.55834 -1.58516 -3.66659  C26 1.090
36 C -1.01377 0.18194 4.09513  C37 1.474, O42 1.442, H43 1.090, H44 1.090
37 C -2.17069 -0.28904 3.31223  C36 1.474, O38 1.463, H45 1.090, H46 1.090
38 O -3.03839 -0.83241 4.35707  C37 1.463, S39 1.609
39 S -2.17536 -1.58303 5.48925  O38 1.609, O40 1.490, O41 1.474, O42 1.573
40 O -1.51977 -2.81231 4.96050  S39 1.490
41 O -2.88245 -1.67021 6.77929  S39 1.474
42 O -1.19431 -0.35520 5.42072  C36 1.442, S39 1.573
43 H -0.87841 1.26197 4.15277  C36 1.090
44 H -0.05819 -0.14752 3.68718  C36 1.090
45 H -1.95344 -1.18434 2.72970  C37 1.090
46 H -2.73742 0.41956 2.70824  C37 1.090
47 C 1.68938 4.13435 -1.42628  C48 1.503, C51 1.554, H52 1.090, H53 1.090
48 C 1.59837 2.83135 -2.16911  C47 1.503, C49 1.522, H54 1.090, H55 1.090
49 C 2.41999 1.89579 -1.29420  C48 1.522, O50 1.441, H56 1.090, H57 1.090
50 O 2.46790 2.41607 0.04874  C49 1.441, C51 1.393
51 C 1.78015 3.62701 0.03940  C47 1.554, O50 1.393, H58 1.090, H59 1.090
52 H 0.78630 4.72892 -1.56429  C47 1.090
53 H 2.56811 4.75440 -1.60368  C47 1.090
54 H 2.02738 2.85204 -3.17091  C48 1.090
55 H 0.55840 2.54215 -2.32056  C48 1.090
56 H 3.46465 1.86686 -1.60397  C49 1.090
57 H 2.03723 0.87612 -1.33739  C49 1.090
58 H 2.12492 4.41745 0.70607  C51 1.090
59 H 0.84027 3.37768 0.53191  C51 1.090
60 C -0.68258 -4.07737 1.41915  C61 1.491, C64 1.542, H65 1.090, H66 1.090
61 C 0.42731 -3.65305 2.32007  C60 1.491, C62 1.552, H67 1.090, H68 1.090
62 C 1.53425 -3.12471 1.36874  C61 1.552, O63 1.419, H69 1.090, H70 1.090
63 O 0.85434 -2.83772 0.15676  C62 1.419, C64 1.439
64 C -0.17146 -3.83153 -0.01469  C60 1.542, O63 1.439, H71 1.090, H72 1.090
65 H -1.52083 -3.38088 1.43753  C60 1.090
66 H -1.06193 -5.07574 1.63704  C60 1.090
67 H 0.79327 -4.46946 2.94268  C61 1.090
68 H 0.02532 -2.95492 3.05432  C61 1.090
69 H 2.29072 -3.84240 1.05128  C62 1.090
70 H 2.08807 -2.25176 1.71421  C62 1.090
71 H 0.30852 -4.69755 -0.47046  C64 1.090
72 H -0.96697 -3.49228 -0.67814  C64 1.090

Entry 2:
Density functional theory data (wB97M-V/def2-TZVPD) for a cluster of 9 separate species, C15H36N6O21 in total.

Values from the calculation:
- Orbital gap: 0.35416 Ha
- HOMO level: -10.3 eV
- Structure (SMILES): C[N+](=O)[O-].C[N+](=O)[O-].C[N+](=O)[O-].C[N+](=O)[O-].C[N+](=O)[O-].C[N+](=O)[O-].COC(=O)OC.COC(=O)OC.COC(=O)OC
- Spin multiplicity: 1
- Charge: 0

Last columns: bonded neighbours and bond lengths (Å).
Positions of all 78 atoms, in Å:
1 C 1.74601 0.04914 -0.23380  N2 1.482, H5 1.086, H6 1.084, H7 1.086
2 N 0.60933 -0.82064 -0.61745  C1 1.482, O3 1.212, O4 1.212
3 O -0.41973 -0.71489 0.01401  N2 1.212
4 O 0.68205 -1.57942 -1.55933  N2 1.212
5 H 1.86007 -0.03031 0.84300  C1 1.086
6 H 1.53625 1.02132 -0.66590  C1 1.084
7 H 2.66568 -0.36687 -0.63570  C1 1.086
8 C -0.91428 -1.96784 2.91112  N9 1.480, H12 1.083, H13 1.087, H14 1.090
9 N -0.78997 -1.22373 4.18428  C8 1.480, O10 1.222, O11 1.215
10 O -0.44556 -0.05256 4.14012  N9 1.222
11 O -1.13559 -1.77729 5.20930  N9 1.215
12 H -1.73658 -1.59087 2.31577  C8 1.083
13 H -0.97958 -3.02448 3.15934  C8 1.087
14 H 0.04325 -1.87761 2.39786  C8 1.090
15 C 4.22174 -3.19984 1.14477  N16 1.481, H19 1.083, H20 1.088, H21 1.087
16 N 2.81257 -3.61360 0.95477  C15 1.481, O17 1.209, O18 1.205
17 O 1.95782 -2.76102 1.01727  N16 1.209
18 O 2.60084 -4.78805 0.78714  N16 1.205
19 H 4.89328 -3.94080 0.72798  C15 1.083
20 H 4.35359 -3.09303 2.21946  C15 1.088
21 H 4.39605 -2.24148 0.66308  C15 1.087
22 C -0.33076 0.92378 -3.49667  N23 1.479, H26 1.084, H27 1.090, H28 1.083
23 N 0.84720 1.81776 -3.50119  C22 1.479, O24 1.217, O25 1.200
24 O 1.92047 1.33723 -3.18872  N23 1.217
25 O 0.66194 2.98289 -3.72305  N23 1.200
26 H -0.70093 0.81595 -4.51004  C22 1.084
27 H -1.04479 1.45490 -2.86649  C22 1.090
28 H -0.12009 -0.00867 -2.98709  C22 1.083
29 C -0.97170 1.97182 1.80441  N30 1.492, H33 1.084, H34 1.082, H35 1.083
30 N -1.54296 2.30376 0.46634  C29 1.492, O31 1.214, O32 1.219
31 O -2.68239 2.72141 0.43536  N30 1.214
32 O -0.83195 2.17466 -0.51576  N30 1.219
33 H 0.10600 1.96811 1.68567  C29 1.084
34 H -1.31836 0.98191 2.07090  C29 1.082
35 H -1.31690 2.75389 2.47008  C29 1.083
36 C 6.84203 0.90105 0.56900  N37 1.489, H40 1.086, H41 1.088, H42 1.084
37 N 5.73769 1.82003 0.17935  C36 1.489, O38 1.212, O39 1.211
38 O 4.85372 1.39804 -0.53435  N37 1.212
39 O 5.84176 2.96590 0.55632  N37 1.211
40 H 6.40848 -0.06259 0.81755  C36 1.086
41 H 7.29065 1.27438 1.48774  C36 1.088
42 H 7.62175 0.91976 -0.18436  C36 1.084
43 C 2.62346 8.71598 -1.02628  O44 1.428, H49 1.093, H50 1.087, H51 1.087
44 O 3.29975 7.47315 -0.83687  C43 1.428, C45 1.321
45 C 2.94496 6.47112 -1.62131  O44 1.321, O46 1.213, O47 1.324
46 O 2.17084 6.53717 -2.55315  C45 1.213
47 O 3.59629 5.37593 -1.26152  C45 1.324, C48 1.420
48 C 3.14087 4.10056 -1.68941  O47 1.420, H52 1.083, H53 1.086, H54 1.091
49 H 1.61589 8.57505 -0.62661  C43 1.093
50 H 2.61920 9.03260 -2.06598  C43 1.087
51 H 3.09643 9.48758 -0.42374  C43 1.087
52 H 3.97653 3.42512 -1.55108  C48 1.083
53 H 2.82377 4.07251 -2.72790  C48 1.086
54 H 2.32616 3.72772 -1.06670  C48 1.091
55 C -0.72645 -4.43078 0.77866  O56 1.428, H61 1.087, H62 1.087, H63 1.093
56 O -2.10812 -4.11012 0.61284  C55 1.428, C57 1.338
57 C -2.89749 -4.54886 1.60051  O56 1.338, O58 1.204, O59 1.336
58 O -2.60552 -5.30647 2.48939  C57 1.204
59 O -4.09678 -3.98901 1.41592  C57 1.336, C60 1.422
60 C -5.17308 -4.30132 2.29128  O59 1.422, H64 1.085, H65 1.089, H66 1.090
61 H -0.26724 -4.35291 1.76034  C55 1.087
62 H -0.17110 -3.82615 0.06662  C55 1.087
63 H -0.54469 -5.45876 0.45338  C55 1.093
64 H -6.03148 -3.79200 1.86674  C60 1.085
65 H -4.97529 -3.95958 3.30579  C60 1.089
66 H -5.34624 -5.37700 2.30883  C60 1.090
67 C -3.04764 -1.42548 -1.15503  O68 1.429, H73 1.089, H74 1.093, H75 1.083
68 O -4.19433 -2.03685 -1.74829  C67 1.429, C69 1.314
69 C -5.37563 -1.50135 -1.54041  O68 1.314, O70 1.203, O71 1.330
70 O -5.58111 -0.46563 -0.96483  C69 1.203
71 O -6.29422 -2.28856 -2.09213  C69 1.330, C72 1.409
72 C -7.64088 -2.01147 -1.78363  O71 1.409, H76 1.090, H77 1.088, H78 1.093
73 H -3.26413 -1.31525 -0.09316  C67 1.089
74 H -2.79729 -0.43634 -1.54681  C67 1.093
75 H -2.22190 -2.08037 -1.40501  C67 1.083
76 H -7.87680 -1.91123 -0.72392  C72 1.090
77 H -8.27353 -2.80324 -2.17910  C72 1.088
78 H -7.95131 -1.08788 -2.27949  C72 1.093

no.,molecular weight (g mol⁻¹),calculated total energy (eV)
1,572.6,-73355.8874
2,636.5,-68059.6917